This record from OMol25 describes 2 unconnected molecules or ions with the total composition C20H30BClF14N4O7PS at a distorted geometry. The level of theory is ωB97M-V/def2-TZVPD.

Each line ends with the Mulliken charge.
Cartesian coordinates (Å):
F -4.0168 -2.6290 2.2325  -0.24
F -8.1344 -3.2057 1.9451  -0.29
F -2.1501 -5.4431 -0.4944  -0.31
F -4.6616 -1.6278 0.2896  -0.31
H -4.5320 -0.0855 7.0313  0.37
N -0.6999 1.5405 0.8004  0.80
F -2.4323 -2.0297 -1.4354  -0.27
C -2.7338 0.3126 3.4560  0.55
O -1.2424 4.3197 -2.2924  -0.51
H 6.5707 0.5364 -3.9839  0.28
H 4.0261 1.2710 0.5809  0.36
H -0.5539 -1.2993 1.9117  0.39
C 3.5372 1.3545 -0.4718  -0.66
Cl 2.3128 3.3263 1.4674  -0.08
H -2.0115 -0.9226 0.8456  -0.19
H -2.9090 2.2150 2.2832  0.25
F -1.0421 -3.7921 -1.9447  -0.33
H -2.7268 4.6818 0.5413  0.32
H 7.1898 -2.3266 -5.2975  0.37
O 7.6837 -1.1876 -2.1801  -0.36
C -4.0830 0.2937 6.0349  -0.27
F -1.8244 -4.2147 1.3938  -0.26
C 6.8927 -1.5148 -3.3184  0.47
H 5.1035 -0.4731 -3.9734  0.34
C -0.4173 -2.3503 -0.0805  -1.23
N 0.0967 5.3931 0.2847  -0.44
H 0.2421 -3.0846 0.5003  0.44
B -0.7477 4.1913 0.5515  0.72
F -6.9044 -4.0791 0.1797  -0.28
O 0.3515 2.2306 -2.7743  -0.65
H -0.2205 0.6494 2.8060  0.48
H -2.2107 4.3063 -2.5395  0.36
C 6.9348 -0.3373 -1.4238  0.56
H 4.0107 3.3869 -0.8475  0.31
H -0.3006 0.1495 -0.9103  0.25
H -0.0040 2.4465 2.7487  0.45
O -2.0347 4.3862 1.1800  -0.54
C 1.4618 2.6750 -0.0290  -0.83
C -4.0538 -4.0726 0.1145  0.65
F -4.4107 -5.4178 0.5478  -0.26
H 8.1875 -0.9082 -4.9471  0.34
O 5.8452 0.1085 -2.1176  -0.19
F -6.9495 -1.7683 0.5177  -0.30
F -6.2415 -1.9905 2.7319  -0.31
N 4.1387 2.4583 -1.2842  -0.51
C -0.1048 0.2516 0.2344  -1.39
H 6.2866 -2.3918 -3.0606  0.26
H 1.8458 -0.7478 -0.1766  0.54
H 0.5333 5.3174 -0.6622  0.24
O -2.1014 1.7227 -1.9832  -0.52
H 8.6085 -2.4556 -4.2328  0.37
H -1.7200 1.4714 0.5536  0.82
C -0.1633 2.7150 0.0460  -1.09
C 1.4949 0.2139 0.3807  -0.55
C -3.5308 0.4343 4.8677  -0.66
H -1.7818 0.8522 -2.3563  0.33
C -2.4358 -4.1314 0.0816  0.49
C 7.7655 -1.8215 -4.5182  -1.41
C -1.6723 -3.0778 -0.8361  0.59
H -1.9614 2.3649 3.9620  0.38
P -0.7232 2.7619 -1.8135  0.96
H 1.7371 3.4033 -0.8964  0.72
H -0.4254 6.2768 0.3806  0.24
C -0.6452 1.6100 2.2999  -0.48
N 2.0377 1.3542 -0.4031  0.60
C -0.8600 -1.0837 0.8134  0.73
S -6.5127 -3.1159 1.4752  1.12
H 0.2444 -1.9566 -0.9565  0.45
C -4.7102 -2.9084 0.9832  0.85
H 3.8352 0.3628 -1.0072  0.27
F 1.9962 0.0920 1.7320  -0.48
H -1.9257 -0.5003 3.5208  0.12
H 3.6415 2.4354 -2.2011  0.32
F -6.2111 -4.3788 2.5211  -0.25
H -3.5622 0.0433 2.6828  -0.11
F -4.4403 -4.0611 -1.2897  -0.27
C 6.0551 -0.2812 -3.4708  -0.53
O 7.1985 -0.0160 -0.2975  -0.54
C -2.1288 1.7723 2.9955  -0.59

Cartesian forces (eV/Å) of the 6 atoms listed first:
F -1.1 -1.6 -3.8
F 3.1 0.2 -0.8
F -0.8 3.5 1.5
F 0.7 -3.8 1.4
H 1.0 1.3 -2.3
N -0.9 -1.1 -1.2

The strongest force on any atom is 5.76 eV Å⁻¹. Its charge is +1. The energy comes out at -4148.0454 a.u. The calculation puts the frontier orbital gap at 8.3628 eV.